Here is a cluster of 6 separate species, C49H81F5INO8S3 in total in a non-equilibrium geometry from OMol25. Energies are from ωB97M-V/def2-TZVPD.

Summary:
Total energy (eV): -124186.80941

Structure (XYZ):
```
148
Properties=species:S:1:pos:R:3:mulliken_charge:R:1
C 0.699 -4.830 4.003 -1.191
C 0.238 -3.437 3.597 -0.262
S 1.529 -2.690 2.591 0.032
C 0.884 -0.984 2.458 -1.841
C 1.759 0.029 1.727 2.104
C 1.437 1.391 2.409 -1.925
C -0.057 1.692 2.584 -0.358
C -0.429 3.170 2.423 -0.767
C -1.750 3.344 1.686 -0.269
C -2.986 3.389 2.585 -0.403
C -4.244 3.158 1.738 -0.881
C -4.762 1.723 1.849 -0.542
C -5.383 1.225 0.548 -1.177
C -4.343 0.632 -0.391 0.803
O -4.124 1.498 -1.493 -0.486
C -2.937 1.170 -2.199 -0.607
N 3.239 -0.164 2.041 0.213
S 3.840 -0.417 3.645 -0.124
C 4.024 -0.045 1.014 -0.292
S 5.763 -0.255 1.135 0.015
C 3.271 0.322 -0.230 -0.905
I 4.046 -0.493 -2.048 0.516
C 3.406 1.864 -0.426 -0.749
C 4.830 2.443 -0.461 -1.717
C 5.147 3.264 0.798 -0.530
C 6.593 3.734 0.835 0.820
F 7.190 3.657 -0.365 -0.341
F 7.310 2.950 1.686 -0.294
C 6.781 5.190 1.341 0.573
F 7.961 5.660 0.948 -0.267
F 6.740 5.241 2.656 -0.267
F 5.846 5.987 0.851 -0.250
C 1.808 -0.056 0.165 2.059
C 0.942 0.959 -0.705 -0.139
O 0.929 0.647 -1.896 -0.803
O 0.501 1.957 -0.168 -0.598
C 1.347 -1.449 -0.258 0.518
C 2.219 -2.549 -0.359 -0.306
C 1.760 -3.823 -0.691 -1.047
C 0.402 -4.047 -0.908 -0.808
C -0.487 -2.962 -0.803 -0.995
C -0.020 -1.692 -0.481 -0.707
H 1.299 -4.811 4.907 0.313
H -0.148 -5.484 4.172 0.373
H 1.314 -5.252 3.213 0.306
H -0.687 -3.509 3.031 0.301
H 0.033 -2.807 4.459 0.332
H 0.725 -0.657 3.480 1.117
H -0.091 -1.036 1.992 0.436
H 1.894 2.231 1.908 -0.267
H 1.875 1.347 3.406 1.047
H -0.426 1.320 3.539 0.883
H -0.619 1.156 1.827 -0.212
H -0.442 3.687 3.377 0.025
H 0.327 3.631 1.794 0.572
H -1.878 2.513 0.995 -0.150
H -1.729 4.240 1.072 0.424
H -2.887 2.662 3.390 0.364
H -3.032 4.370 3.060 0.060
H -5.023 3.850 2.041 0.475
H -3.972 3.336 0.700 0.437
H -3.965 1.037 2.131 0.314
H -5.503 1.681 2.648 0.420
H -6.145 0.476 0.749 0.157
H -5.871 2.034 0.008 0.455
H -3.405 0.445 0.143 -0.233
H -4.690 -0.325 -0.780 0.125
H -2.106 1.778 -1.844 0.186
H -3.077 1.358 -3.260 0.388
H -2.701 0.112 -2.082 0.212
H 3.435 -1.692 3.782 0.124
H 5.837 -1.556 1.474 0.190
H 2.845 2.384 0.340 -0.202
H 2.926 2.114 -1.363 1.032
H 5.604 1.700 -0.613 0.507
H 4.909 3.114 -1.308 0.477
H 4.514 4.145 0.775 0.508
H 4.934 2.715 1.709 0.298
H 3.273 -2.423 -0.162 0.438
H 2.460 -4.640 -0.771 0.482
H 0.049 -5.036 -1.148 0.427
H -1.541 -3.120 -0.974 0.631
H -0.724 -0.875 -0.415 0.636
C -8.299 -2.055 -2.870 -0.298
C -7.527 -3.311 -2.484 -0.299
C -6.259 -2.719 -1.887 -0.535
O -6.632 -1.469 -1.301 -0.301
C -7.950 -1.112 -1.727 -0.518
H -9.373 -2.213 -2.972 0.358
H -7.920 -1.666 -3.815 0.085
H -8.076 -3.872 -1.723 0.294
H -7.331 -3.975 -3.324 0.042
H -5.508 -2.529 -2.663 0.275
H -5.811 -3.353 -1.120 0.311
H -8.635 -1.239 -0.881 0.269
H -7.956 -0.062 -2.023 0.297
C 3.574 1.832 -6.069 -0.505
C 4.607 1.873 -7.193 -0.558
C 5.664 0.904 -6.676 -0.405
O 4.969 -0.070 -5.895 -0.383
C 3.626 0.369 -5.659 0.234
H 2.578 2.148 -6.372 0.382
H 3.896 2.468 -5.240 0.177
H 4.168 1.494 -8.119 0.273
H 5.008 2.867 -7.388 0.346
H 6.389 1.416 -6.033 0.264
H 6.208 0.400 -7.475 0.249
H 2.947 -0.239 -6.266 0.253
H 3.387 0.216 -4.608 -0.440
C 8.061 -5.517 1.778 -0.597
C 7.589 -5.747 3.212 -0.531
C 7.394 -4.321 3.707 -0.489
O 7.014 -3.548 2.563 -0.354
C 7.230 -4.311 1.369 -0.314
H 7.910 -6.373 1.123 0.338
H 9.124 -5.264 1.770 0.274
H 6.635 -6.280 3.211 0.253
H 8.293 -6.310 3.821 0.340
H 8.324 -3.909 4.111 0.285
H 6.619 -4.236 4.468 0.269
H 6.256 -4.617 0.970 0.233
H 7.726 -3.683 0.627 0.295
C -9.619 -3.807 -7.469 -0.566
C -8.859 -5.071 -7.075 -0.572
C -7.583 -4.489 -6.481 -0.397
O -7.943 -3.233 -5.903 -0.335
C -9.257 -2.864 -6.329 -0.394
H -10.693 -3.953 -7.569 0.333
H -9.237 -3.419 -8.415 0.264
H -9.415 -5.620 -6.312 0.265
H -8.666 -5.746 -7.907 0.349
H -6.828 -4.313 -7.255 0.276
H -7.145 -5.125 -5.710 0.257
H -9.945 -2.983 -5.484 0.220
H -9.255 -1.816 -6.627 0.315
C 0.391 6.410 7.188 -0.555
C -0.711 6.895 6.250 -0.631
C -0.594 5.904 5.100 -0.079
O -0.136 4.673 5.670 -0.372
C 0.301 4.900 7.012 -0.512
H 0.257 6.722 8.223 0.340
H 1.362 6.773 6.844 0.263
H -1.686 6.799 6.733 0.288
H -0.591 7.928 5.929 0.364
H 0.145 6.237 4.362 0.251
H -1.541 5.736 4.588 -0.001
H -0.436 4.465 7.697 0.273
H 1.256 4.396 7.166 0.272
```


Here is a cluster of 10 separate species, C49H85Cl2FN9O3P in total in a non-equilibrium geometry from OMol25. Energies are from ωB97M-V/def2-TZVPD.

Summary:
SMILES: C=C[C@@](COCP(C)C)(CC(=O)F)OC[C@H](Cl)[C@H](C)Cl.CCCC#N.CCCC#N.CCCC#N.CCCC#N.CCCC#N.CCCC#N.CCCC#N.CCCC#N.CCCC#N
Total energy (eV): -108792.74213

Structure (XYZ):
```
150
Properties=species:S:1:pos:R:3:mulliken_charge:R:1
C 2.176 -0.817 1.234 -0.940
C 1.291 0.176 1.008 -0.796
C 0.697 1.076 2.080 1.856
C 0.290 0.258 3.329 -1.429
O -1.052 -0.185 3.280 -0.310
C -1.262 -1.377 2.533 -0.217
P -2.957 -1.242 1.826 0.054
C -3.533 -2.944 1.445 -1.008
C -2.843 -0.293 0.265 -0.545
C 1.813 2.062 2.517 -0.736
C 2.387 2.950 1.454 0.056
O 3.260 3.737 1.661 -0.563
F 1.899 2.808 0.223 -0.210
O -0.413 1.698 1.465 -0.355
C -1.155 2.565 2.298 -0.788
C -1.605 3.865 1.576 -0.387
Cl -1.066 3.942 -0.107 -0.133
C -1.133 5.061 2.413 0.084
C -1.952 5.132 3.715 -1.362
Cl -1.215 6.601 1.537 0.040
H 2.049 -1.767 0.727 0.142
H 3.023 -0.696 1.903 0.282
H 0.998 0.401 -0.014 0.544
H 0.961 -0.579 3.510 0.541
H 0.356 0.903 4.203 0.542
H -1.237 -2.235 3.213 0.300
H -0.495 -1.530 1.774 0.108
H -3.759 -3.409 2.402 0.341
H -2.777 -3.563 0.959 0.280
H -4.432 -2.884 0.840 0.354
H -2.139 0.528 0.387 -0.098
H -3.822 0.140 0.074 0.337
H -2.515 -0.881 -0.594 0.337
H 2.647 1.445 2.852 0.357
H 1.525 2.654 3.384 0.581
H -0.640 2.801 3.228 0.570
H -2.068 2.038 2.585 0.294
H -2.692 3.889 1.547 0.575
H -0.101 4.860 2.699 0.077
H -2.527 4.222 3.870 0.322
H -2.634 5.976 3.679 0.481
H -1.284 5.299 4.557 0.321
C 4.145 -4.317 -1.733 -1.306
C 2.866 -4.703 -2.468 -0.236
C 1.604 -4.158 -1.792 -0.259
C 1.466 -4.671 -0.427 0.194
N 1.375 -5.071 0.649 -0.582
H 4.165 -4.735 -0.725 0.340
H 5.019 -4.696 -2.262 0.391
H 4.244 -3.232 -1.654 0.300
H 2.797 -5.788 -2.540 0.116
H 2.902 -4.321 -3.489 0.366
H 0.717 -4.446 -2.359 0.355
H 1.637 -3.068 -1.743 0.359
C -2.965 8.967 -0.236 -0.897
C -2.731 10.285 -0.960 0.807
C -3.953 11.214 -1.014 -0.456
C -5.066 10.583 -1.726 -0.044
N -5.932 10.069 -2.286 -0.518
H -3.718 8.352 -0.731 0.433
H -2.039 8.396 -0.217 -0.122
H -3.285 9.132 0.796 0.357
H -2.395 10.074 -1.975 -0.558
H -1.926 10.820 -0.466 0.006
H -3.693 12.139 -1.528 0.417
H -4.295 11.478 -0.012 0.442
C 1.507 -8.479 -0.529 -0.881
C 0.326 -9.201 -1.163 -0.443
C 0.507 -9.397 -2.672 0.122
C 0.635 -8.102 -3.341 0.215
N 0.720 -7.078 -3.863 -0.492
H 1.623 -7.477 -0.940 -0.057
H 1.362 -8.371 0.545 0.398
H 2.438 -9.027 -0.690 0.334
H -0.588 -8.633 -0.979 0.341
H 0.194 -10.178 -0.695 0.202
H -0.349 -9.919 -3.094 -0.209
H 1.399 -9.989 -2.877 0.383
C 2.393 -2.867 7.056 -1.104
C 3.453 -2.959 5.965 -0.414
C 4.268 -1.668 5.813 -0.466
C 3.407 -0.542 5.455 0.263
N 2.708 0.321 5.152 -0.412
H 1.655 -2.096 6.830 0.304
H 1.860 -3.812 7.151 0.333
H 2.843 -2.634 8.023 0.308
H 2.976 -3.200 5.013 0.290
H 4.141 -3.775 6.192 0.322
H 5.022 -1.781 5.034 0.269
H 4.782 -1.425 6.744 0.316
C 1.398 11.946 1.876 -0.844
C 0.343 12.051 2.971 -0.574
C -1.034 11.615 2.464 0.000
C -1.513 12.443 1.360 0.321
N -1.899 13.100 0.497 -0.509
H 1.187 12.614 1.041 0.376
H 2.385 12.204 2.259 0.391
H 1.432 10.926 1.490 -0.051
H 0.300 13.070 3.357 0.319
H 0.619 11.406 3.807 0.343
H -1.782 11.653 3.256 0.387
H -0.977 10.583 2.108 -0.061
C 1.424 6.406 -1.685 -1.046
C 2.285 6.952 -0.552 -0.484
C 1.673 8.194 0.107 0.660
C 1.520 9.289 -0.854 0.187
N 1.412 10.121 -1.644 -0.605
H 1.316 7.129 -2.494 0.429
H 1.875 5.506 -2.104 0.376
H 0.425 6.147 -1.331 0.088
H 3.280 7.196 -0.929 0.336
H 2.412 6.183 0.213 0.156
H 2.303 8.546 0.925 0.423
H 0.689 7.955 0.516 -0.456
C -0.115 -13.740 -6.326 -1.134
C -1.307 -13.341 -5.465 -0.599
C -1.011 -12.143 -4.555 -0.362
C 0.081 -12.446 -3.629 0.324
N 0.929 -12.760 -2.917 -0.544
H 0.729 -14.057 -5.713 0.331
H -0.378 -14.572 -6.978 0.338
H 0.213 -12.910 -6.955 0.299
H -1.617 -14.189 -4.853 0.302
H -2.151 -13.084 -6.107 0.351
H -1.893 -11.883 -3.969 0.384
H -0.730 -11.270 -5.148 0.386
C -3.493 9.833 -6.033 -1.332
C -2.866 10.852 -5.091 0.218
C -1.353 10.661 -4.921 -0.524
C -1.030 9.346 -4.366 0.186
N -0.782 8.308 -3.934 -0.429
H -3.381 8.817 -5.650 0.362
H -4.560 10.025 -6.146 0.370
H -3.034 9.877 -7.022 0.335
H -3.352 10.787 -4.120 -0.259
H -3.046 11.859 -5.471 0.365
H -0.939 11.418 -4.253 0.297
H -0.851 10.755 -5.885 0.446
C 0.646 -16.897 0.713 -1.176
C 1.000 -15.491 0.244 -0.449
C -0.227 -14.583 0.101 -0.044
C -1.164 -15.124 -0.884 0.254
N -1.891 -15.554 -1.667 -0.502
H 0.003 -17.406 -0.007 0.348
H 1.547 -17.499 0.830 0.345
H 0.130 -16.874 1.675 0.300
H 1.519 -15.544 -0.713 0.282
H 1.687 -15.032 0.957 0.333
H 0.079 -13.588 -0.223 -0.033
H -0.745 -14.486 1.057 0.340
```


> The lowest total energy belongs to which entry?

C49H81F5INO8S3